1.
77
Properties=species:S:1:pos:R:3:forces:R:3:lowdin_charge:R:1 method="wB97M-V/def2-TZVPD" homo_lumo_gap_ev=7.09 e_homo_ha=-0.299 e_lumo_ha=-0.0385 e_above_lowest_kj_mol=838.5 multiplicity=1 total_energy_ha=-2285.00790 charge=0
C -4.05283 -4.92548 -4.35752 -0.051 -0.417 -0.013 -0.133
N -2.95968 -4.08411 -3.89530 -0.486 0.540 -1.744 -0.319
C -2.50214 -3.21268 -4.98220 0.168 0.578 0.344 -0.143
P -1.75912 -4.43625 -2.71097 -9.097 0.390 2.085 0.776
O -1.82135 -2.98454 -2.17599 4.741 -0.530 -1.042 -0.311
N -2.56692 -5.05401 -1.30196 0.230 -0.121 1.025 -0.325
C -3.82418 -5.78985 -1.30120 0.287 -0.733 -0.242 -0.147
C -2.54106 -4.22012 -0.08660 0.465 0.086 -0.230 -0.124
N -1.68759 -6.10510 -3.32597 3.834 0.394 0.538 -0.270
C -0.86738 -6.97404 -2.43876 -0.021 -0.629 0.655 -0.140
C -1.03121 -6.23463 -4.64600 -0.247 0.052 -0.783 -0.139
H -3.72700 -5.78783 -4.94565 -0.028 -0.212 -0.104 0.067
H -4.74693 -4.36151 -4.99383 0.400 0.215 0.077 0.084
H -4.68228 -5.28829 -3.55072 0.258 -0.062 0.112 0.048
H -1.79536 -3.71974 -5.64383 0.024 0.008 -0.323 0.057
H -1.99806 -2.32588 -4.58587 -0.012 -0.165 0.098 0.070
H -3.33054 -2.84014 -5.59597 0.003 -0.235 0.221 0.080
H -4.68092 -5.12098 -1.45006 -0.010 -0.019 -0.005 0.083
H -3.97282 -6.30603 -0.34587 0.128 0.207 0.053 0.079
H -3.84276 -6.58607 -2.04921 0.026 0.263 -0.106 0.071
H -3.25479 -3.38982 -0.15789 0.131 -0.020 0.033 0.063
H -1.53927 -3.81675 0.09162 -0.328 0.092 -0.139 0.079
H -2.79005 -4.80356 0.80834 -0.107 -0.177 -0.338 0.086
H 0.15372 -6.58424 -2.34649 -0.011 -0.263 -0.062 0.084
H -0.81977 -7.99780 -2.82733 -0.011 0.276 -0.263 0.083
H -1.27948 -7.06814 -1.43136 -0.077 0.352 -0.282 0.072
H -0.06039 -5.72771 -4.65861 0.017 -0.231 -0.124 0.088
H -1.63746 -5.83270 -5.45757 -0.077 0.219 0.238 0.058
H -0.87811 -7.28832 -4.91070 -0.011 0.187 0.352 0.087
C 2.84454 6.42287 3.75304 0.366 0.141 0.159 -0.134
N 2.46016 5.13797 3.18930 -1.254 0.482 1.368 -0.320
C 1.35156 4.56342 3.95807 -0.345 -0.303 -0.479 -0.141
P 3.44905 3.97669 2.38836 -1.380 8.474 -3.418 0.781
O 2.31702 3.66859 1.37786 1.001 -4.214 1.865 -0.320
N 4.38015 4.81218 1.18234 0.553 -0.237 -0.889 -0.332
C 4.80946 6.20225 1.25685 0.620 -0.104 0.523 -0.152
C 4.07913 4.51672 -0.23020 -0.120 -0.469 0.216 -0.143
N 4.75040 4.33088 3.55002 0.555 -3.841 -0.104 -0.270
C 6.02595 3.67701 3.14956 0.816 0.105 -0.392 -0.139
C 4.50251 3.80858 4.91231 -0.390 0.259 0.681 -0.138
H 3.47156 6.34285 4.64532 0.146 0.085 0.163 0.068
H 1.96337 7.00822 4.04564 -0.092 -0.440 -0.085 0.083
H 3.35413 7.06542 3.04157 0.149 -0.243 -0.045 0.047
H 1.70102 4.03650 4.84950 -0.133 -0.009 0.286 0.059
H 0.78918 3.84433 3.35456 0.188 0.024 -0.032 0.064
H 0.62712 5.32177 4.27716 0.295 0.046 -0.119 0.080
H 3.98316 6.88992 1.03800 0.015 0.017 0.012 0.082
H 5.60522 6.40361 0.53063 -0.136 -0.175 -0.101 0.078
H 5.25134 6.45178 2.22449 -0.274 -0.081 0.007 0.071
H 3.16224 5.02337 -0.55654 -0.001 -0.112 -0.036 0.082
H 3.96974 3.43964 -0.39141 -0.178 0.299 0.079 0.072
H 4.89444 4.83490 -0.89151 0.056 0.159 0.373 0.077
H 5.90063 2.58985 3.07546 0.211 0.083 0.149 0.085
H 6.82079 3.89139 3.87317 -0.352 -0.034 0.146 0.083
H 6.40737 4.03373 2.18998 -0.438 0.014 0.129 0.072
H 4.22221 2.75008 4.88726 0.168 0.052 0.194 0.090
H 3.72016 4.35723 5.43637 -0.123 0.012 -0.306 0.058
H 5.39068 3.91941 5.54686 -0.042 -0.052 -0.394 0.087
O 1.07442 -0.67266 1.47109 -3.863 4.596 -6.715 -0.053
C 0.49825 0.02848 0.45704 2.459 -3.888 4.171 -0.236
O 0.77651 -0.36392 -0.95126 -1.545 0.422 3.062 -0.023
C -0.45482 1.33154 0.74230 0.550 0.955 -0.925 -0.099
C -1.49484 1.70596 -0.47629 0.321 0.650 0.317 -0.082
B -2.90717 0.83731 -0.44918 -0.616 -0.185 -1.317 -0.316
O -4.15669 1.64422 -0.68437 0.203 -2.987 3.562 0.099
B -5.25162 1.11748 0.20464 1.787 -2.415 -3.317 -0.130
O -5.49216 -0.36290 0.06720 3.478 2.547 2.040 0.128
B -4.18468 -0.93713 0.54204 -0.824 -0.378 -0.387 -0.496
O -4.24597 -1.70401 1.80617 1.120 3.307 -1.450 0.078
O -2.96109 -0.65390 -0.24565 -2.654 3.167 2.259 0.173
H 0.39880 -1.27407 -1.13314 0.512 1.233 0.676 0.114
H -1.06777 1.29205 1.74015 1.602 -0.526 -1.778 0.133
H 0.27960 2.26756 0.84064 -1.296 -2.167 -0.113 0.117
H -0.91974 1.65641 -1.49441 -1.172 -0.087 1.854 0.125
H -1.78729 2.85228 -0.31838 0.581 -2.501 -0.379 0.131
H -5.83089 1.80097 0.97567 -0.161 0.055 -0.182 0.102
H -3.98144 -1.02052 2.51518 -0.500 -1.780 -1.356 0.140

***

2.
77
Properties=species:S:1:pos:R:3:forces:R:3:lowdin_charge:R:1 method="wB97M-V/def2-TZVPD" homo_lumo_gap_ev=9.77 e_homo_ha=-0.348 e_lumo_ha=0.0111 e_above_lowest_kj_mol=0.0 multiplicity=1 total_energy_ha=-2287.57395 charge=0
N 15.45854 -6.22151 20.03183 0.190 -1.167 0.323 0.279
H 16.09922 -5.42085 19.89969 -0.483 0.302 0.028 0.058
H 14.67770 -6.10224 20.70053 0.290 0.588 -0.229 0.072
H 16.01451 -6.96607 20.46557 0.137 0.062 -0.255 0.073
H 15.15058 -6.56351 19.11179 0.086 0.124 0.109 0.085
C 19.06473 -2.73462 18.95429 0.218 -0.068 -0.315 -0.652
F 19.20234 -2.62161 20.28845 0.064 -0.002 -0.220 0.116
F 19.56974 -1.64092 18.37362 0.006 -0.254 0.243 0.135
F 19.79086 -3.79877 18.55436 -0.198 0.309 0.201 0.112
S 17.29820 -2.93006 18.50528 -0.470 0.549 -0.205 0.498
O 17.25759 -3.10555 17.08014 0.212 -0.050 0.178 -0.281
O 16.90911 -4.10530 19.28079 0.276 -0.137 0.134 -0.348
O 16.71265 -1.70266 19.02087 -0.090 -0.390 0.084 -0.305
C 15.73834 -9.25662 16.00633 0.073 0.702 -0.137 -0.232
C 15.30055 -8.80767 17.37658 -0.318 -0.024 0.248 -0.225
O 15.15055 -7.39221 17.47214 0.011 -0.035 -0.203 -0.086
O 14.71111 -9.09123 15.02377 0.002 -0.226 0.337 -0.056
H 16.02226 -10.30425 16.06714 -0.089 -0.114 -0.278 0.122
H 16.60468 -8.65014 15.71861 0.131 -0.262 0.043 0.131
H 16.05409 -9.08937 18.11394 0.013 0.062 0.012 0.121
H 14.34830 -9.28293 17.64258 0.091 -0.114 -0.044 0.123
H 14.69349 -7.07927 16.68513 -0.093 0.070 0.062 0.093
H 14.74304 -8.19564 14.67709 0.120 -0.054 -0.099 0.081
C 15.64635 -1.27000 23.03530 0.593 -0.232 0.026 -0.250
C 14.67546 -1.57026 21.91632 0.074 0.425 0.330 -0.238
O 15.06048 -2.77558 21.28637 -0.274 -0.233 -0.101 -0.108
O 16.97171 -1.09586 22.55637 -0.210 0.036 0.148 -0.057
H 15.61960 -2.10949 23.74821 -0.074 0.097 0.033 0.114
H 15.38708 -0.35578 23.56897 -0.113 0.012 -0.045 0.120
H 14.66855 -0.74216 21.20480 -0.076 -0.042 -0.038 0.131
H 13.68175 -1.67986 22.37008 -0.070 -0.044 -0.245 0.110
H 15.41490 -2.57876 20.40647 0.265 0.063 -0.020 0.044
H 17.18755 -1.86499 22.01546 -0.006 0.037 -0.118 0.068
C 20.42302 -7.50521 20.18630 0.359 -0.439 0.313 -0.248
C 19.34652 -7.87571 19.20652 -0.372 -0.076 -0.524 -0.247
O 18.18865 -7.06652 19.32973 -0.029 -0.039 0.214 -0.080
O 21.04169 -6.28460 19.79431 -0.207 -0.195 0.178 -0.048
H 21.16036 -8.31991 20.23641 0.090 0.194 -0.231 0.120
H 20.00874 -7.44774 21.20031 -0.158 0.195 -0.119 0.111
H 19.02470 -8.91365 19.33604 0.030 0.043 0.260 0.114
H 19.71998 -7.81762 18.17563 0.233 0.128 0.134 0.126
H 18.47598 -6.15473 19.47372 -0.078 0.092 -0.236 0.073
H 21.01366 -5.67006 20.53166 0.048 0.073 -0.063 0.087
C 18.42384 -9.20814 23.44257 -0.429 0.153 -0.085 -0.037
C 17.38219 -8.67254 22.44160 1.393 1.613 0.013 -0.412
C 16.09579 -9.41707 22.47093 -0.494 -0.527 -0.199 -0.203
O 15.18667 -8.78965 21.57766 0.600 0.230 0.100 -0.216
C 14.01590 -9.51077 21.39263 -0.885 -0.712 -0.535 -0.118
N 17.13915 -7.21150 22.64562 -0.278 -1.081 -0.526 0.060
H 19.40522 -9.24678 22.97684 0.106 0.001 0.123 0.068
H 18.18342 -10.20054 23.82531 -0.017 -0.058 -0.092 0.077
H 18.45119 -8.52554 24.29210 0.160 -0.142 0.129 0.074
H 17.85219 -8.66571 21.45310 -0.379 -0.774 -0.194 0.103
H 15.68077 -9.43408 23.49095 -0.019 0.092 -0.040 0.141
H 16.23930 -10.46125 22.16102 0.091 0.028 0.018 0.135
H 13.39432 -9.00498 20.65060 0.037 0.294 0.252 0.087
H 13.44712 -9.64353 22.32083 0.033 0.105 0.008 0.094
H 14.18765 -10.51174 20.96014 0.266 0.090 0.257 0.093
H 17.71504 -6.80256 23.36068 -0.368 0.110 0.290 0.064
H 16.14017 -7.07187 22.71046 0.137 0.626 0.461 0.030
C 12.05692 -4.64035 23.59793 0.011 0.390 -0.114 -0.051
C 12.67493 -5.43908 22.44145 0.153 0.774 0.235 -0.394
C 12.25113 -4.92024 21.08906 -0.294 0.099 -0.338 -0.211
O 12.48208 -5.95547 20.15343 0.243 -0.111 -0.137 -0.215
C 12.07568 -5.59645 18.85209 -0.205 0.261 0.193 -0.098
N 14.16041 -5.40260 22.50223 -0.858 -0.659 0.220 0.049
H 12.61696 -3.71165 23.74659 0.164 -0.156 0.094 0.071
H 12.09250 -5.23338 24.51116 0.020 0.140 0.107 0.075
H 11.03118 -4.29339 23.44298 -0.073 -0.453 -0.145 0.077
H 12.34129 -6.47620 22.49882 0.099 -0.076 0.010 0.137
H 12.82490 -4.02290 20.81085 0.021 -0.052 0.088 0.126
H 11.18532 -4.64733 21.04956 0.069 -0.082 0.239 0.130
H 12.30297 -6.43380 18.20050 -0.039 -0.031 -0.115 0.080
H 12.58788 -4.69150 18.50326 0.097 -0.081 -0.021 0.097
H 10.99718 -5.38560 18.85036 0.063 -0.110 -0.164 0.091
H 14.48534 -4.44597 22.36801 0.056 -0.020 0.028 0.056
H 14.40844 -5.71619 23.43564 0.311 0.153 -0.073 0.083

***

3.
70
Properties=species:S:1:pos:R:3:forces:R:3:nbo_charge:R:1 method="wB97M-V/def2-TZVPD" homo_lumo_gap_ev=9.14 e_homo_ha=-0.323 e_lumo_ha=0.0125 e_above_lowest_kj_mol=697.3 multiplicity=1 total_energy_ha=-1343.38487 charge=0
N -32.57200 -3.82300 -14.71700 -2.371 -3.742 1.632 -0.875
C -32.68400 -3.39500 -15.94700 0.823 -6.621 -4.669 0.777
N -32.04600 -2.28600 -16.05100 0.324 2.432 -6.263 -0.839
O -32.91900 -4.30200 -17.00500 0.475 4.579 4.500 -0.799
H -33.05500 -4.72700 -14.55700 0.461 0.846 0.598 0.454
H -32.40600 -3.19600 -13.94100 -0.192 -0.073 0.087 0.433
H -31.85100 -1.92000 -17.01100 -0.378 0.141 1.442 0.448
H -31.87900 -1.76300 -15.27400 0.399 1.899 2.297 0.406
N -30.67300 -5.34600 -13.05000 0.790 2.741 -3.654 -0.828
C -31.57400 -5.97400 -12.37500 -8.754 1.732 -1.849 0.751
N -31.10300 -6.64700 -11.39800 -0.283 -3.632 4.920 -0.793
O -32.92000 -5.85100 -12.60500 5.677 -0.560 0.800 -0.781
H -31.00400 -4.68500 -13.83600 1.172 -1.542 1.719 0.450
H -29.71200 -5.51400 -12.80400 0.088 0.519 -0.568 0.388
H -31.65900 -7.05200 -10.62300 0.202 0.586 -1.447 0.417
H -30.14400 -6.61500 -11.19800 1.226 0.014 0.228 0.373
C -28.16000 -2.79300 -16.01700 1.091 0.271 -0.569 -0.648
C -28.76800 -3.35500 -14.78500 7.887 -3.745 1.609 0.127
C -27.83700 -2.96300 -13.56500 2.049 -1.059 -0.063 -0.644
O -29.81000 -2.79900 -14.38700 -9.640 3.836 -0.632 -0.734
H -27.19400 -3.34900 -16.21400 -0.969 0.926 -0.067 0.215
H -28.03200 -1.70900 -15.79300 0.347 -0.709 -0.456 0.216
H -28.84100 -2.89400 -16.86100 0.072 -0.182 -0.198 0.218
H -29.02500 -4.46000 -14.89700 1.420 0.519 0.092 0.131
H -26.85000 -3.42200 -13.62100 0.323 0.013 -0.320 0.191
H -28.13100 -3.24800 -12.57000 -1.068 -0.713 0.274 0.200
H -27.65700 -1.88900 -13.38300 -0.433 -0.167 -1.079 0.221
H -30.35600 -2.92400 -15.21600 -0.604 0.840 1.412 0.486
C -30.92300 -7.28300 -17.65500 1.770 -0.736 -0.059 -0.637
C -30.13100 -6.25300 -16.85200 -1.324 -4.536 2.466 0.107
C -28.71800 -6.56500 -16.76400 0.542 -2.386 -0.244 -0.618
O -30.26600 -5.10500 -17.33600 -1.238 9.156 -4.858 -0.761
H -31.99800 -7.26200 -17.53900 -0.133 0.378 -0.255 0.228
H -30.54500 -8.22700 -17.28900 -0.370 -0.767 -0.035 0.193
H -30.51500 -7.19500 -18.69000 -0.866 -0.011 0.439 0.203
H -30.58100 -6.04900 -15.88700 0.008 -1.966 1.628 0.140
H -28.17100 -6.60300 -17.68200 -0.170 0.065 -1.186 0.205
H -28.79100 -7.58200 -16.43500 1.159 -0.726 0.834 0.203
H -28.14000 -5.93100 -16.17300 0.657 0.916 1.523 0.206
H -31.22200 -4.90700 -17.34000 -0.233 0.653 -0.196 0.508
C -28.84600 1.10300 -16.73700 -0.795 -0.199 -0.417 -0.654
C -29.16700 1.12800 -15.22900 -6.378 6.415 -4.614 0.133
C -30.55600 0.60900 -14.92700 -1.980 0.022 -4.481 -0.607
O -28.45100 0.37700 -14.57600 8.140 -5.760 5.717 -0.682
H -29.35000 1.95100 -17.25400 0.564 -0.628 0.119 0.209
H -29.13400 0.13700 -17.19300 -0.420 0.446 0.294 0.223
H -27.77200 1.07300 -16.89700 0.346 0.733 0.082 0.199
H -29.11100 2.22100 -14.88000 -0.138 -0.780 -0.418 0.111
H -31.33600 1.15000 -15.55400 0.865 -0.447 0.455 0.197
H -30.93000 0.71300 -13.97200 -0.098 0.068 2.402 0.205
H -30.62700 -0.45400 -15.29100 0.412 1.111 0.677 0.201
H -27.52500 0.67400 -14.64400 -0.235 -0.545 0.263 0.467
C -34.04600 -0.24700 -14.04700 -1.167 -2.978 0.688 -0.634
C -33.61200 -1.21000 -12.90800 -8.332 4.359 0.473 0.124
C -34.60900 -2.33000 -12.84900 -2.086 1.715 4.650 -0.625
O -32.47500 -1.70700 -13.01700 9.358 -3.025 -0.890 -0.717
H -35.03100 0.04900 -13.75000 -0.476 0.838 -0.140 0.214
H -34.12700 -0.75800 -14.99500 -0.109 -0.400 -0.342 0.201
H -33.35800 0.48700 -14.17500 1.764 2.658 -0.164 0.201
H -33.60100 -0.54500 -12.03500 -0.804 -0.149 0.411 0.138
H -35.63500 -1.89600 -12.55100 1.345 -0.924 -0.722 0.204
H -34.32000 -3.06900 -12.06500 -0.210 0.386 -0.655 0.225
H -34.60200 -2.75200 -13.76600 -0.520 -1.658 -2.830 0.206
H -31.94000 -1.37800 -12.30100 0.953 -0.334 -0.129 0.504
C -30.53500 -2.16200 -19.03200 0.899 -1.387 -1.027 -0.274
O -30.95900 -1.00100 -18.38800 -0.520 0.054 0.913 -0.743
H -29.43700 -2.19400 -19.09500 -0.186 0.024 -0.196 0.165
H -30.97800 -2.25300 -20.02100 0.125 0.159 -0.312 0.173
H -30.82600 -3.10100 -18.55400 -0.197 0.499 0.569 0.215
H -30.90000 -0.29100 -19.01600 -0.064 0.540 -0.208 0.484